No. 1
{
  "formula": "C10H21N2",
  "method": "ωB97M-V with the def2-TZVPD basis set",
  "species": ["C", "C", "C", "C", "C", "C", "C", "C", "C", "C", "N", "N", "H", "H", "H", "H", "H", "H", "H", "H", "H", "H", "H", "H", "H", "H", "H", "H", "H", "H", "H", "H", "H"],
  "positions_angstrom": [[-1.03327, -1.37399, 1.26905], [0.09286, -1.19697, 1.97998], [-2.40932, -1.51737, 0.90644], [0.66033, -1.29445, 3.27633], [1.69477, -0.44846, -2.17922], [0.47719, 1.75711, -1.98877], [-0.91783, -0.48703, -2.00540], [-0.16074, 2.24574, 1.61843], [0.41489, 0.43294, -0.02881], [0.41683, 0.24290, -1.63416], [-0.59661, 1.14797, 0.58139], [0.25832, -0.97321, 0.52851], [-2.62699, -2.50906, 0.51517], [-2.64149, -0.67787, 0.31830], [-2.83356, -1.55058, 1.91154], [1.52407, -1.95843, 3.23469], [-0.06051, -1.66495, 4.05356], [1.10943, -0.34526, 3.63861], [1.49909, -1.51914, -2.33056], [2.41266, -0.35490, -1.36040], [2.06395, 0.00039, -3.07113], [0.70964, 1.87048, -3.14324], [-0.44121, 2.29860, -1.77253], [1.43951, 2.05922, -1.43813], [-1.77177, 0.00649, -1.47237], [-1.13462, -1.54709, -1.74877], [-1.15743, -0.44786, -3.02932], [0.72625, 2.70453, 1.32111], [-1.03962, 2.99952, 1.55059], [0.03590, 1.70757, 2.55318], [1.46051, 0.74079, 0.26871], [-1.19314, 1.70414, -0.07698], [0.71986, -1.67641, 0.02765]],
  "forces_ev_per_angstrom": [[5.5, 0.9, 1.6], [-5.9, -1.3, -3.0], [0.2, -1.5, 1.7], [1.9, 0.4, 2.2], [-1.2, -0.7, 2.1], [2.0, -0.9, -2.7], [-0.9, 0.6, 1.6], [-3.1, -1.7, -1.2], [2.0, -2.1, -1.2], [-1.3, 0.8, 1.1], [-1.3, 4.0, 0.4], [-0.4, 0.8, 1.6], [0.0, 0.2, -0.6], [-1.0, 0.8, -0.7], [-0.9, 0.5, -0.2], [0.0, -0.3, 0.2], [0.5, 0.4, -1.0], [-0.5, -0.3, -0.2], [0.2, 0.3, -0.1], [0.6, -0.1, -0.4], [0.2, 0.3, -0.6], [-0.6, -0.1, 2.3], [0.4, 0.2, 0.2], [-1.7, 0.5, -0.8], [0.6, 0.0, -0.6], [1.2, 0.3, 0.1], [0.0, 0.4, -1.5], [1.5, 0.9, -0.7], [1.7, -1.3, 1.0], [-0.6, 0.6, 0.1], [-1.0, -0.1, -0.2], [0.9, -1.3, 0.6], [0.9, -1.3, -1.0]],
  "homo_lumo_gap_ev": 10.9,
  "homo_energy_ev": -13.41,
  "total_charge": 1,
  "spin_multiplicity": 1,
  "lumo_ev": -2.54
}



No. 2
{
  "formula": "C4H12N2O10Pt",
  "method": "ωB97M-V with the def2-TZVPD basis set",
  "species": ["Pt", "N", "O", "O", "O", "N", "O", "O", "O", "C", "C", "O", "O", "H", "H", "H", "H", "H", "H", "C", "C", "O", "O", "H", "H", "H", "H", "H", "H"],
  "positions_angstrom": [[-0.44681, 0.03117, 0.11462], [0.04121, 2.98952, -1.56002], [-0.93035, 3.69900, -1.48767], [0.05654, 1.82200, -1.08622], [0.97151, 3.36538, -2.22145], [-3.35620, 1.48121, -0.29852], [-4.19295, 1.14586, -1.11251], [-3.43092, 2.58406, 0.23449], [-2.48062, 0.71723, 0.01040], [0.03274, -2.29656, -1.61813], [-0.46446, -2.96418, -0.30708], [-0.51008, -2.05844, 0.83097], [-0.63954, -1.06800, -1.74330], [-0.17772, -2.94006, -2.47237], [1.10812, -2.12247, -1.65513], [0.10594, -3.82405, 0.04416], [-1.44563, -3.43795, -0.33802], [-0.47898, -2.61361, 1.61354], [-0.69125, -0.82931, -2.67171], [2.34893, 0.55402, 1.17942], [1.37028, 0.73490, 2.29774], [0.03874, 1.18402, 1.89065], [1.84969, -0.35837, 0.28682], [3.33347, 0.24240, 1.52822], [2.54667, 1.49741, 0.67046], [1.81748, 1.42787, 3.01040], [1.25937, -0.24429, 2.76356], [-0.18693, 1.98799, 2.36426], [2.55176, -0.70677, -0.26755]],
  "forces_ev_per_angstrom": [[-0.8, 2.5, -0.8], [-1.5, 1.5, -1.3], [-1.8, 0.2, 1.3], [0.9, -2.1, 0.8], [2.9, -0.2, -0.8], [-3.3, 4.2, -0.8], [-0.8, -1.0, -1.2], [0.4, 0.4, 0.7], [3.5, -4.3, 1.7], [-0.1, -0.9, 0.8], [-0.2, -0.9, 0.7], [0.2, -0.7, -0.8], [-0.4, -0.7, -0.6], [-0.3, -0.2, 0.2], [0.2, -0.1, 0.4], [0.9, 0.1, -0.6], [-0.4, 0.6, -0.9], [-0.1, 0.4, 0.3], [-0.2, 0.7, 0.0], [0.9, 2.1, 0.2], [-0.1, 0.0, 0.7], [1.9, -0.5, 1.0], [-0.5, -1.8, -1.0], [-0.1, -0.2, 0.6], [-0.3, 0.3, -0.1], [-0.2, 0.0, 0.1], [-0.2, 0.0, 0.3], [-0.4, 0.3, -0.4], [-0.1, 0.1, -0.3]],
  "homo_lumo_gap_ev": [6.9, 6.9],
  "homo_energy_ev": [-7.82, -7.78],
  "total_charge": 0,
  "spin_multiplicity": 3,
  "lumo_ev": [-0.88, -0.88]
}



No. 3
{
  "formula": "C23H45BrF3NO3",
  "method": "ωB97M-V with the def2-TZVPD basis set",
  "species": ["C", "C", "Br", "C", "C", "C", "O", "O", "C", "C", "C", "N", "C", "C", "O", "C", "F", "F", "F", "H", "H", "H", "H", "H", "H", "H", "H", "H", "H", "H", "H", "H", "H", "H", "H", "H", "C", "C", "C", "C", "C", "C", "H", "H", "H", "H", "H", "H", "H", "H", "H", "H", "H", "H", "H", "H", "C", "C", "C", "C", "C", "C", "H", "H", "H", "H", "H", "H", "H", "H", "H", "H", "H", "H", "H", "H"],
  "positions_angstrom": [[-1.17050, -6.26764, -3.41623], [0.01080, -5.66347, -2.39937], [1.66330, -5.47474, -3.57880], [0.40483, -6.74677, -1.23320], [-0.40125, -6.56582, 0.18342], [0.59946, -7.28152, 1.26660], [0.81834, -6.90131, 2.52776], [1.31158, -8.52343, 0.82694], [-1.67745, -7.64386, 0.15193], [-3.03940, -6.70479, 0.34249], [-2.34061, -5.56977, 1.34805], [-1.07985, -5.25542, 0.51521], [-0.33462, -4.17420, 1.26545], [-0.62780, -2.64588, 0.74951], [-0.81692, -1.78240, 1.95487], [0.67960, -1.99218, -0.04611], [1.42306, -2.98576, -0.86687], [1.63157, -1.45824, 0.95828], [0.17194, -0.84465, -0.88442], [-1.76350, -5.38563, -3.94944], [-1.86069, -7.00130, -2.81848], [-0.57007, -6.88918, -4.23921], [-0.22313, -4.58266, -2.01630], [1.58565, -6.76524, -1.08226], [0.14375, -7.82317, -1.67783], [-1.68147, -8.47157, -0.67592], [-1.54198, -8.15757, 1.22078], [-3.19402, -6.32948, -0.77319], [-4.01641, -7.23818, 0.70305], [-3.04472, -4.62661, 1.15028], [-2.18066, -5.86517, 2.47568], [-1.52618, -4.69544, -0.27234], [0.82452, -4.43685, 1.15754], [-0.55846, -4.30363, 2.43102], [-1.59233, -2.54167, 0.08158], [-1.32890, -2.27392, 2.66589], [3.03706, 4.64629, -1.53144], [3.06711, 4.49572, -0.01911], [3.98118, 3.36327, 0.45647], [3.58112, 1.95796, -0.00928], [2.16879, 1.51732, 0.38342], [1.96134, 1.43746, 1.88701], [2.63846, 3.75226, -2.02039], [2.39845, 5.48983, -1.81253], [4.04150, 4.83674, -1.92446], [2.04865, 4.35255, 0.35750], [3.42540, 5.43563, 0.41722], [4.02766, 3.38574, 1.55153], [5.00356, 3.56329, 0.10953], [4.30355, 1.24046, 0.39884], [3.67882, 1.89431, -1.09943], [1.98193, 0.52695, -0.04831], [1.42197, 2.18847, -0.05586], [2.66956, 0.73568, 2.34107], [0.94809, 1.08643, 2.10906], [2.08622, 2.41215, 2.36558], [-2.58940, 8.90647, 0.48585], [-1.72529, 7.86404, 1.17678], [-0.65129, 7.26845, 0.26247], [-1.17895, 6.50577, -0.95891], [-2.12079, 5.34083, -0.64444], [-1.46263, 4.24050, 0.17183], [-3.15125, 8.47854, -0.34987], [-3.31389, 9.32274, 1.19313], [-1.97673, 9.73056, 0.10486], [-2.36078, 7.07358, 1.59019], [-1.22804, 8.33584, 2.03254], [-0.01082, 6.60696, 0.85749], [0.00127, 8.07732, -0.09181], [-0.32024, 6.12541, -1.52566], [-1.69469, 7.20375, -1.62888], [-2.47035, 4.91227, -1.59118], [-3.01494, 5.70102, -0.12299], [-0.59118, 3.83429, -0.35334], [-2.16964, 3.42090, 0.33795], [-1.13828, 4.60139, 1.15121]],
  "forces_ev_per_angstrom": [[1.0, 0.3, -0.1], [-0.7, -0.9, -0.2], [-1.0, 0.2, 0.8], [0.6, 0.3, -1.2], [0.5, -4.2, -1.8], [5.1, -4.4, 3.9], [-2.3, -0.1, -5.9], [-4.6, 6.8, 0.9], [-0.6, -0.1, 2.9], [2.1, -0.8, -0.8], [-3.4, 0.0, -2.3], [-1.2, 1.6, 1.4], [3.1, 0.3, 1.3], [-0.1, 0.1, 1.3], [-0.3, -1.8, -1.1], [1.0, 1.1, 0.4], [-2.6, 3.5, 2.4], [-3.0, -1.9, -3.7], [2.1, -4.0, 2.5], [1.2, -2.0, 1.2], [1.1, 1.5, -1.2], [-1.6, 1.3, 1.8], [0.5, -2.0, -0.8], [-2.8, 0.2, 0.0], [0.6, 2.5, 1.2], [0.1, 2.0, 1.5], [-0.4, 0.6, -2.5], [-0.1, 0.0, 2.5], [2.2, 1.1, -0.4], [1.7, -1.7, 1.3], [0.1, 0.5, -2.6], [1.1, -1.7, 0.3], [-2.5, 0.7, 0.3], [0.5, 0.4, -2.7], [2.0, -0.3, 0.9], [0.9, 0.6, -1.5], [-0.2, 0.1, -0.1], [0.2, 0.0, 0.1], [0.0, 0.0, 0.1], [0.0, 0.1, -0.1], [0.1, -0.1, -0.2], [-0.2, 0.0, 0.1], [0.1, 0.1, 0.0], [0.1, -0.1, -0.1], [-0.1, -0.1, 0.0], [0.0, 0.0, 0.0], [-0.1, -0.1, 0.0], [0.0, 0.0, -0.1], [-0.1, 0.0, 0.0], [-0.1, 0.0, 0.0], [0.0, 0.0, 0.1], [0.1, 0.4, 0.0], [0.1, 0.0, 0.0], [-0.1, 0.1, 0.0], [0.1, 0.0, 0.1], [0.0, -0.1, 0.0], [-0.2, 0.1, 0.1], [0.2, 0.0, 0.0], [0.1, -0.1, 0.1], [-0.1, 0.1, 0.0], [0.0, 0.1, -0.1], [-0.1, -0.2, 0.1], [0.1, 0.1, 0.1], [0.1, 0.0, -0.1], [-0.1, -0.1, 0.0], [0.1, 0.0, 0.0], [0.0, -0.1, -0.1], [0.0, 0.0, -0.1], [-0.1, -0.1, 0.0], [-0.1, 0.0, 0.0], [0.1, 0.0, 0.1], [0.0, 0.1, 0.1], [0.1, 0.0, -0.1], [0.0, 0.0, 0.1], [0.2, 0.0, 0.0], [0.0, 0.0, -0.1]],
  "homo_lumo_gap_ev": 7.3,
  "homo_energy_ev": -7.95,
  "total_charge": 0,
  "spin_multiplicity": 1,
  "lumo_ev": -0.65
}



No. 4
{
  "formula": "C21H28ClN2O2",
  "method": "ωB97M-V with the def2-TZVPD basis set",
  "species": ["O", "H", "C", "H", "C", "H", "H", "O", "C", "C", "N", "H", "C", "C", "N", "C", "C", "H", "H", "H", "H", "C", "C", "C", "C", "C", "C", "C", "H", "H", "Cl", "H", "H", "C", "C", "C", "C", "C", "C", "H", "H", "H", "H", "H", "H", "H", "H", "H", "H", "H", "H", "H", "H", "H"],
  "positions_angstrom": [[1.87463, 4.31277, -0.48260], [2.56870, 4.98016, -0.46983], [0.60810, 4.94327, -0.48344], [0.62491, 5.87312, -1.05721], [0.08896, 5.23900, 0.93215], [-0.86059, 5.77206, 0.85888], [0.80231, 5.85643, 1.48719], [-0.19637, 4.04860, 1.65192], [0.91444, 3.45311, 2.30677], [0.58086, 1.96551, 2.44801], [0.05341, 1.48364, 1.15191], [-0.48850, 2.30083, 0.80541], [-0.85067, 0.32147, 1.28101], [-1.45710, -0.02174, -0.09321], [-0.47781, -0.23805, -1.12174], [0.45317, 0.85129, -1.19192], [1.11115, 1.19040, 0.15712], [1.69681, 0.34349, 0.52138], [1.75077, 2.06485, 0.03343], [1.23244, 0.62816, -1.92011], [-0.08614, 1.73933, -1.54728], [0.02487, -1.59394, -1.33997], [-1.07187, -2.48572, -1.89247], [-2.18811, -1.94482, -2.51802], [-3.16758, -2.76140, -3.05249], [-3.02940, -4.13859, -2.97418], [-1.90708, -4.69517, -2.37948], [-0.93541, -3.86868, -1.84713], [-0.05909, -4.31003, -1.39661], [-1.79367, -5.76643, -2.33786], [-4.25150, -5.16328, -3.63221], [-4.03195, -2.33339, -3.53429], [-2.28706, -0.87404, -2.60029], [0.70779, -2.18968, -0.12177], [2.08868, -2.09327, 0.01334], [2.72687, -2.58577, 1.13989], [1.99077, -3.18457, 2.14815], [0.61601, -3.29738, 2.01867], [-0.02115, -2.80398, 0.89281], [-1.09030, -2.92015, 0.79068], [0.03772, -3.78067, 2.79124], [2.48689, -3.57662, 3.02220], [3.80060, -2.51238, 1.22304], [2.67452, -1.64805, -0.77947], [0.77800, -1.49798, -2.13309], [-2.08244, -0.90854, 0.00177], [-2.10115, 0.81235, -0.40308], [-1.64932, 0.56260, 1.98393], [-0.27283, -0.52186, 1.66573], [1.45585, 1.38685, 2.74339], [-0.20146, 1.84581, 3.19980], [1.82718, 3.59323, 1.72089], [1.05951, 3.89914, 3.29784], [-0.07733, 4.24871, -0.97881]],
  "forces_ev_per_angstrom": [[0.3, -0.1, 0.0], [0.0, 0.0, 0.0], [-0.4, 0.2, 0.5], [0.0, 0.0, 0.0], [0.1, 0.1, -0.6], [0.1, 0.1, 0.0], [0.0, 0.0, 0.0], [0.0, -0.3, 0.1], [0.2, -0.1, 0.0], [0.1, 0.6, 0.5], [-0.2, 0.4, 0.0], [0.1, -0.3, 0.1], [-0.6, -0.7, -0.2], [0.1, 0.0, 0.3], [0.0, 0.0, -0.2], [0.1, 0.0, 0.2], [0.5, -0.1, -0.8], [-0.1, 0.1, 0.1], [-0.1, 0.0, 0.2], [0.0, 0.1, 0.0], [0.1, 0.1, 0.0], [0.0, 0.0, -0.1], [0.0, 0.0, -0.1], [0.1, -0.1, 0.0], [-0.1, -0.2, -0.1], [0.2, 0.2, 0.1], [-0.1, 0.0, -0.1], [-0.1, 0.1, -0.1], [0.0, -0.1, 0.1], [0.0, -0.1, 0.0], [-0.1, -0.1, 0.0], [-0.1, 0.0, -0.1], [0.0, 0.1, 0.0], [0.2, -0.1, 0.0], [-0.1, -0.1, 0.0], [0.1, 0.0, 0.1], [0.1, 0.0, 0.0], [-0.1, 0.0, 0.0], [0.1, 0.0, -0.1], [-0.1, 0.0, 0.0], [-0.1, -0.1, 0.1], [0.1, 0.0, 0.1], [0.1, 0.0, 0.0], [0.1, 0.0, -0.1], [0.0, 0.0, 0.1], [-0.1, 0.1, 0.1], [-0.1, 0.0, 0.1], [0.1, 0.1, 0.0], [0.0, 0.2, 0.0], [-0.1, -0.1, -0.1], [0.0, -0.1, -0.1], [-0.1, 0.0, 0.1], [0.0, -0.1, -0.1], [0.0, 0.1, 0.0]],
  "homo_lumo_gap_ev": 9.0,
  "homo_energy_ev": -11.10,
  "total_charge": 1,
  "spin_multiplicity": 1,
  "lumo_ev": -2.06
}



No. 5
{
  "formula": "C3H3ClOS",
  "method": "ωB97M-V with the def2-TZVPD basis set",
  "species": ["C", "C", "C", "H", "H", "H", "O", "S", "Cl"],
  "positions_angstrom": [[0.62005, -0.05845, 0.71732], [-0.04756, -0.74746, -0.44422], [0.18501, -2.05201, -0.62711], [-0.82931, 1.98464, 0.40260], [-0.33556, -2.57915, -1.43544], [0.88267, -2.44155, 0.07017], [1.47035, -0.66010, 1.38113], [0.15904, 1.57902, 1.22708], [-1.09237, 0.01177, -1.62327]],
  "forces_ev_per_angstrom": [[0.8, -0.8, 0.8], [0.0, -1.0, -0.7], [-0.7, 1.3, -0.3], [0.2, -0.6, -0.2], [0.6, 0.0, 0.5], [0.4, -1.0, 0.3], [-1.7, 1.5, -1.3], [0.3, 0.1, 0.3], [0.1, 0.5, 0.6]],
  "homo_lumo_gap_ev": 9.9,
  "homo_energy_ev": -10.26,
  "total_charge": 0,
  "spin_multiplicity": 1,
  "lumo_ev": -0.35
}



No. 6
{
  "formula": "C3H10N3O",
  "method": "ωB97M-V with the def2-TZVPD basis set",
  "species": ["C", "C", "C", "N", "N", "N", "O", "H", "H", "H", "H", "H", "H", "H", "H", "H", "H"],
  "positions_angstrom": [[0.61199, -0.14594, -0.40755], [-0.88072, -0.25663, -0.18890], [1.67087, -1.18143, -0.05775], [1.02075, 1.27151, -0.11946], [-1.52009, -1.34389, 0.24590], [-1.42710, 1.17430, -0.00118], [-0.32377, -0.23640, -1.48329], [2.52580, -1.06419, -0.67479], [1.17483, -2.11196, -0.02206], [2.00164, -0.92964, 0.98611], [1.58824, 1.29262, 0.82174], [1.55544, 1.77279, -0.78270], [-1.38694, -1.45815, 1.23210], [-2.56945, -1.29997, 0.05949], [-2.11242, 1.52482, -0.67020], [-0.05607, 1.63882, 0.13915], [-1.87298, 1.35333, 0.92339]],
  "forces_ev_per_angstrom": [[-0.8, 0.2, 0.4], [1.1, 4.0, -1.3], [-1.1, 2.1, 1.5], [0.4, -1.0, 4.0], [-3.1, -1.4, 0.5], [-0.6, -0.6, 2.0], [1.3, -0.2, 0.2], [0.6, -0.4, -0.8], [0.0, -1.3, -0.3], [-0.3, -0.3, -0.8], [-1.2, -0.1, -2.3], [0.4, 0.5, -1.3], [0.0, -0.4, 0.5], [1.9, -0.3, 0.2], [0.5, -0.5, -0.4], [0.4, 0.4, -1.3], [0.4, -0.6, -0.7]],
  "homo_lumo_gap_ev": 11.3,
  "homo_energy_ev": -14.61,
  "total_charge": 1,
  "spin_multiplicity": 1,
  "lumo_ev": -3.31
}